Computed, not measured: C7H4AlN2O4 as an isolated structure in a non-equilibrium geometry, with the ωB97M-V functional and the def2-TZVPD basis.

```
18
Properties=species:S:1:pos:R:3:lowdin_charge:R:1
Al -0.448 -0.565 -1.317 0.62
O 4.343 -3.276 1.389 0.06
C 3.528 -2.762 0.773 -0.02
C -2.478 -1.003 -1.179 0.19
O -3.585 -1.250 -0.914 0.34
C 0.230 0.811 -2.738 0.19
O 0.734 1.620 -3.408 0.34
C 0.372 -2.387 -2.052 0.19
O 0.645 -3.335 -2.671 0.34
N -1.079 1.653 0.392 0.07
C -0.871 2.166 1.606 0.06
C 0.069 1.368 2.241 0.06
C 0.404 0.354 1.354 0.00
N -0.315 0.524 0.213 -0.09
H -1.711 2.009 -0.324 0.19
H -1.396 3.042 1.949 0.17
H 0.464 1.499 3.232 0.15
H 1.093 -0.468 1.454 0.14
```

For the energy relative to the best compared isomer or geometry (same formula, charge and spin), the calculation gives 0.00 kcal/mol. Its net charge is +3. Its HOMO energy is -21.50 eV.

---

Computed, not measured: an isolated ion of composition C7H4Cl3N2O3 and charge -1 in a non-equilibrium geometry, with the ωB97M-V functional and the def2-TZVPD basis.

```
19
Properties=species:S:1:pos:R:3:lowdin_charge:R:1
C 2.384 2.012 -0.017 -0.20
C 3.274 -0.841 0.334 -0.14
C 1.190 -0.131 0.341 -0.19
C 1.238 1.137 0.121 -0.55
C 3.661 1.620 0.028 -0.71
C 4.015 0.227 0.122 -0.56
C -0.566 -1.291 -0.753 -0.05
N 3.171 -2.121 0.467 0.08
N 2.601 -3.068 -0.235 -0.49
O 2.261 -2.904 -1.410 -0.01
O 2.476 -4.118 0.396 -0.02
O 0.262 -1.077 0.426 -0.12
Cl -0.359 2.072 -0.073 0.51
Cl 4.895 2.811 -0.189 0.64
Cl 5.818 -0.229 0.023 0.49
H 2.061 2.997 -0.325 0.08
H -1.518 -1.639 -0.351 0.07
H -0.048 -2.066 -1.367 0.08
H -0.693 -0.182 -1.253 0.10
```

For the energy relative to the best compared isomer or geometry (same formula, charge and spin), the calculation gives 19.58 kcal/mol. Its net charge is -1. Its HOMO energy is -4.64 eV.

---

Computed, not measured: one molecule with the formula C7H4N2 in a non-equilibrium geometry, with the ωB97M-V functional and the def2-TZVPD basis.

```
13
Properties=species:S:1:pos:R:3:lowdin_charge:R:1
C 1.795 0.059 -0.733 -0.29
C 2.666 0.368 -1.566 -0.01
C -1.941 0.011 -0.834 -0.12
C 1.156 -1.061 -0.106 -0.16
C -0.034 -1.155 0.462 -0.11
C -0.221 1.075 0.559 -0.03
C -1.028 -0.083 0.379 -0.27
N -2.576 -0.176 -1.772 0.18
N -0.116 2.188 0.927 0.30
H 1.803 -1.884 -0.026 0.10
H -0.439 -2.022 0.779 0.08
H -1.738 -0.248 1.137 0.15
H 0.674 2.927 0.794 0.20
```

For the energy relative to the best compared isomer or geometry (same formula, charge and spin), the calculation gives 108.21 kcal/mol. Its net charge is 0. Its HOMO energy (alpha / beta) is -8.77 / -8.77 eV.

---

Computed, not measured: one molecule with the formula C7H4N2O2 in a non-equilibrium geometry, with the ωB97M-V functional and the def2-TZVPD basis.

```
15
Properties=species:S:1:pos:R:3:lowdin_charge:R:1
C 1.021 -1.510 0.543 -0.12
C 1.742 -1.377 -0.546 -0.12
C -0.601 0.225 0.569 -0.10
C -1.203 1.259 0.021 -0.08
C -0.400 2.448 -0.186 -0.10
C 0.850 2.674 0.207 -0.15
C 0.904 0.293 -2.219 -0.35
N -0.018 -0.686 1.115 0.12
N 1.504 -0.459 -1.541 0.17
O 1.966 2.941 0.445 0.17
O 0.521 0.995 -3.035 0.19
H 1.194 -2.194 1.347 0.09
H 2.502 -2.204 -0.686 0.14
H -2.176 1.245 -0.186 0.07
H -0.851 3.166 -0.693 0.07
```

For the energy relative to the best compared isomer or geometry (same formula, charge and spin), the calculation gives 66.57 kcal/mol. Its net charge is 0. Its HOMO energy is -7.81 eV.

---

Computed, not measured: C7H4N2O2S as an isolated structure in a non-equilibrium geometry, with the ωB97M-V functional and the def2-TZVPD basis.

```
16
Properties=species:S:1:pos:R:3:lowdin_charge:R:1
C 0.594 2.906 1.652 -0.73
C 0.002 1.308 0.125 -0.43
C -0.069 -0.126 -0.177 -0.21
C -1.249 -0.755 -0.389 -0.04
C -1.383 -2.072 -0.736 -0.20
C 0.866 -2.351 -0.651 -0.08
C 1.021 -0.913 -0.323 0.01
H -2.240 0.056 -0.306 0.20
H -2.471 -2.414 -0.983 0.14
H 1.835 -3.116 -0.634 0.16
H 2.030 -0.592 -0.376 0.10
N -0.159 2.234 -0.649 -0.15
N -0.367 -2.835 -0.862 0.04
O 0.996 3.383 2.713 0.04
O 0.472 1.573 1.432 0.08
S 0.123 3.716 0.164 1.08
```

For the energy relative to the best compared isomer or geometry (same formula, charge and spin), the calculation gives 47.37 kcal/mol. Its net charge is 0. Its HOMO energy is -10.06 eV.

---

Computed, not measured: a 22-piece molecular cluster, C7H51F4NO24 overall in a non-equilibrium geometry, with the ωB97M-V functional and the def2-TZVPD basis.

```
87
Properties=species:S:1:pos:R:3:lowdin_charge:R:1
C 2.207 1.666 0.580 -0.09
O 1.875 0.270 0.703 -0.17
C 2.653 -0.486 -0.213 -0.13
C 1.773 -1.489 -0.975 -0.37
O 1.257 -2.560 -0.257 -0.05
C 1.811 -2.754 1.058 -0.03
O 2.385 -2.021 -2.169 0.10
C 3.578 -2.515 -1.846 -0.25
N 4.628 -2.591 -1.377 0.24
C 0.524 -0.682 -1.482 -0.33
F 0.823 0.546 -1.910 0.15
F 0.065 -1.359 -2.583 0.09
C -0.642 -0.692 -0.450 -0.24
F -1.648 -1.444 -0.896 0.12
F -1.126 0.595 -0.404 0.05
H 3.254 1.863 0.834 0.08
H 1.529 2.227 1.245 0.10
H 2.042 2.053 -0.429 0.05
H 3.566 -0.907 0.239 0.14
H 3.025 0.240 -0.968 0.13
H 2.887 -2.944 0.983 0.08
H 1.359 -3.674 1.449 0.08
H 1.546 -1.962 1.781 0.11
H -0.339 -0.926 0.575 0.17
O -1.298 1.868 2.637 -0.04
H -2.109 1.347 2.696 0.05
H -1.012 1.749 1.723 0.03
O 5.395 -5.951 -2.040 -0.07
H 5.445 -5.051 -1.701 -0.01
H 6.033 -5.966 -2.760 0.04
O -3.686 1.835 0.126 -0.05
H -2.891 1.629 -0.374 0.02
H -4.397 1.389 -0.358 0.01
O 2.812 -5.441 0.977 -0.05
H 3.641 -5.672 0.544 0.04
H 2.140 -5.846 0.416 0.06
O 4.628 2.129 -1.723 -0.06
H 4.697 1.556 -2.495 0.02
H 4.969 2.972 -2.031 0.04
O -3.549 2.954 4.273 -0.05
H -2.745 2.766 3.774 0.00
H -4.237 2.496 3.778 0.02
O -5.401 -0.200 1.870 -0.05
H -6.028 -0.751 1.391 0.04
H -4.820 0.148 1.183 -0.01
O 2.537 4.006 -0.968 -0.06
H 3.189 4.713 -1.009 0.04
H 2.027 4.111 -1.777 0.05
O -7.126 2.791 4.109 -0.05
H -6.807 2.516 3.240 0.04
H -6.361 3.205 4.524 0.04
O -9.409 2.330 2.313 -0.06
H -10.219 2.005 2.715 0.03
H -8.794 2.413 3.054 -0.01
O -1.428 -2.244 -4.874 -0.05
H -0.991 -1.990 -4.053 0.00
H -1.610 -1.408 -5.313 0.04
O 4.941 -0.987 -4.497 -0.05
H 4.485 -0.812 -5.326 0.04
H 4.249 -1.309 -3.911 -0.01
O 2.752 6.171 0.998 -0.06
H 1.910 5.828 1.312 0.04
H 3.290 6.240 1.793 0.04
O -5.885 1.986 -1.675 -0.06
H -5.229 2.677 -1.812 0.04
H -6.484 2.081 -2.425 0.02
O -7.983 3.671 -2.477 -0.05
H -8.077 4.067 -1.604 0.05
H -8.882 3.628 -2.817 0.05
O 0.874 0.676 4.508 -0.06
H 0.317 0.839 3.735 0.00
H 0.266 0.324 5.164 0.04
O 5.930 -3.547 1.524 -0.06
H 5.760 -3.405 0.586 -0.02
H 5.829 -4.497 1.642 0.03
O 0.360 -6.340 2.870 -0.05
H -0.244 -6.849 2.320 0.04
H 1.022 -6.006 2.255 -0.01
O 3.724 2.059 3.050 -0.05
H 3.363 1.297 3.519 0.03
H 4.551 2.245 3.506 0.04
O 3.150 1.940 -3.986 -0.05
H 2.674 2.112 -4.806 0.05
H 2.485 1.560 -3.401 0.02
O -3.962 -2.869 -2.332 -0.05
H -3.613 -3.144 -3.187 0.03
H -3.201 -2.494 -1.880 -0.01
```

Its net charge is 0. Its HOMO energy is -10.55 eV.

---

Computed, not measured: a 21-piece molecular cluster, C7H52N6O24S2 overall in a non-equilibrium geometry, with the ωB97M-V functional and the def2-TZVPD basis.

```
91
Properties=species:S:1:pos:R:3:lowdin_charge:R:1
O 2.623 -2.717 0.442 0.05
O 0.500 0.416 -0.305 0.07
O -2.477 6.058 3.555 -0.31
O -3.703 6.460 1.485 -0.27
N -2.444 3.550 0.426 0.08
N -0.189 1.040 1.678 0.10
S -1.276 3.215 2.714 1.17
C 1.583 -3.038 -0.128 -0.38
C 0.162 0.075 0.814 -0.51
C -2.294 4.048 1.638 -0.64
C -0.954 2.084 1.449 -0.53
N -1.778 2.390 0.399 -0.12
N 2.844 -4.912 -1.338 0.06
N 0.449 -2.274 0.142 0.09
N -1.214 6.502 1.549 -0.08
C -2.264 1.525 -0.761 0.03
C 1.560 -4.243 -1.060 -0.18
C 0.233 -1.357 1.224 -0.11
S -2.588 5.789 2.111 0.67
H 2.717 -5.679 -1.939 0.03
H 3.339 -5.226 -0.485 0.04
H -0.388 -2.416 -0.446 0.12
H -0.962 6.085 0.602 0.07
H -0.481 6.235 2.200 0.04
H -3.325 1.797 -1.127 0.12
H -1.667 1.792 -1.601 0.07
H -2.273 0.406 -0.627 0.08
H 1.084 -4.027 -2.026 0.09
H 0.836 -4.915 -0.636 0.09
H -0.776 -1.558 1.673 0.13
H 0.992 -1.483 2.012 0.13
O -0.348 -6.358 -2.811 -0.14
H 0.225 -7.022 -2.306 0.01
H -0.014 -6.316 -3.766 0.07
O 2.759 0.391 2.368 -0.11
H 2.905 0.096 3.324 0.08
H 1.828 0.781 2.296 0.02
O -2.951 8.037 5.250 -0.14
H -3.789 8.598 5.162 0.07
H -3.108 7.159 4.773 0.00
O 4.185 -4.919 1.285 -0.13
H 4.494 -4.630 2.204 0.11
H 3.615 -4.179 0.897 0.03
O 6.350 -4.240 -1.002 -0.12
H 6.677 -3.571 -0.318 0.07
H 5.814 -4.950 -0.519 0.00
O -5.651 2.831 0.458 -0.12
H -5.420 3.295 1.327 0.06
H -5.593 1.832 0.609 0.06
O 1.779 -7.764 -1.888 -0.10
H 1.891 -7.879 -0.889 0.08
H 1.929 -8.663 -2.328 0.11
O -2.612 -2.393 -0.919 -0.09
H -3.415 -2.429 -0.304 0.11
H -2.650 -3.194 -1.536 0.12
O -0.066 5.738 -0.959 -0.10
H 0.357 6.541 -1.406 0.13
H 0.499 4.926 -1.169 0.12
O -5.246 7.645 -0.218 -0.14
H -4.760 8.310 -0.805 0.06
H -4.579 7.252 0.433 -0.03
O -2.315 -3.712 2.807 -0.12
H -2.809 -4.254 2.110 0.06
H -1.388 -4.104 2.911 0.07
O 2.988 -2.596 -3.549 -0.11
H 2.160 -2.149 -3.921 0.03
H 2.783 -3.577 -3.413 0.04
O 1.448 6.282 2.466 -0.11
H 2.060 5.905 1.754 0.09
H 1.935 7.036 2.933 0.10
O 2.426 1.036 -2.107 -0.14
H 3.060 1.146 -1.326 0.06
H 1.656 0.451 -1.808 0.03
O 5.336 -7.149 -0.104 -0.13
H 6.338 -7.006 -0.110 0.07
H 4.929 -6.496 0.553 0.01
O 0.066 -2.433 -3.961 -0.09
H -0.077 -3.400 -4.224 0.11
H 0.179 -1.890 -4.807 0.13
O -1.492 -0.840 -2.653 -0.14
H -2.068 -1.334 -1.984 -0.02
H -0.960 -1.524 -3.177 -0.02
O -2.236 4.818 -2.455 -0.13
H -1.477 5.272 -1.964 0.00
H -3.062 4.866 -1.872 0.06
O -1.641 9.157 1.347 -0.14
H -1.117 9.569 0.585 0.05
H -1.501 8.155 1.320 -0.03
O 0.567 -7.088 1.614 -0.11
H -0.162 -7.161 0.917 0.07
H 1.402 -7.524 1.244 0.06
```

Its net charge is 0. Its HOMO energy is -9.34 eV.

---

Computed, not measured: a 2-piece molecular cluster, C7H5Cl2NO overall in a non-equilibrium geometry, with the ωB97M-V functional and the def2-TZVPD basis.

```
16
Properties=species:S:1:pos:R:3:lowdin_charge:R:1
C -0.849 -0.561 -2.101 -0.07
C -1.250 -1.304 -0.992 -0.09
C 0.139 0.466 -1.986 -0.08
C -0.868 -0.833 0.242 -0.08
C 0.604 0.900 -0.747 -0.04
C 0.013 0.280 0.402 -0.31
C 0.223 0.628 1.818 -1.05
N 1.905 -0.434 2.215 0.06
O 2.801 0.293 2.194 -0.01
Cl -0.746 -0.173 3.157 0.56
Cl 0.681 2.270 2.214 0.65
H -1.218 -0.789 -3.140 0.12
H -1.873 -2.123 -0.986 0.08
H 0.526 1.084 -2.811 0.11
H -1.369 -1.403 1.036 0.08
H 1.280 1.701 -0.515 0.09
```

For the energy relative to the best compared isomer or geometry (same formula, charge and spin), the calculation gives 9.53 kcal/mol. Its net charge is 0. Its HOMO energy (alpha / beta) is -8.12 / -8.12 eV.

---

Computed, not measured: a 3-piece molecular cluster, C7H5Cl2NO2S overall in a non-equilibrium geometry, with the ωB97M-V functional and the def2-TZVPD basis.

```
18
Properties=species:S:1:pos:R:3:lowdin_charge:R:1
C 0.569 0.015 2.131 0.07
C 0.074 0.580 1.028 -0.42
C 0.528 1.888 0.375 -0.02
N -0.892 -0.114 0.358 0.05
C -1.855 -0.385 -0.251 -0.80
S -2.981 -1.040 -1.086 0.72
H 0.287 -0.969 2.204 0.03
H 1.292 0.722 2.657 0.11
H 1.020 2.581 1.049 0.08
H 1.304 1.657 -0.334 0.06
H -0.244 2.290 -0.233 0.07
Cl 1.734 -1.453 -0.631 0.78
C 0.464 -2.210 0.113 -0.67
C -0.373 -2.979 0.524 -0.73
Cl -1.666 -3.582 1.238 0.75
O 1.325 0.625 -2.958 0.18
C 0.245 0.994 -3.051 -0.45
O -0.831 1.379 -3.133 0.21
```

For the energy relative to the best compared isomer or geometry (same formula, charge and spin), the calculation gives 8.14 kcal/mol. Its net charge is 0. Its HOMO energy is -8.71 eV.

---

Computed, not measured: a 2-piece molecular cluster, C7H5ClS overall in a non-equilibrium geometry, with the ωB97M-V functional and the def2-TZVPD basis.

```
14
Properties=species:S:1:pos:R:3:lowdin_charge:R:1
C -2.153 -2.120 1.033 -0.07
C -1.907 -1.422 0.100 -0.05
C 1.875 0.613 0.639 -0.15
C 0.453 0.909 0.490 -0.12
C 2.407 0.015 -0.467 -0.38
C -0.084 0.479 -0.668 -0.67
C -1.367 0.482 -1.099 -0.54
S 1.227 -0.157 -1.701 1.05
Cl -2.547 1.731 -0.628 0.64
H -2.073 -2.741 1.821 -0.04
H 2.289 0.966 1.598 0.11
H 0.066 1.487 1.355 0.13
H 3.370 -0.207 -0.462 0.02
H -1.555 -0.036 -2.011 0.06
```

For the energy relative to the best compared isomer or geometry (same formula, charge and spin), the calculation gives 104.49 kcal/mol. Its net charge is 0. Its HOMO energy is -9.05 eV.

---

Computed, not measured: one molecule with the formula C7H5F2N in a non-equilibrium geometry, with the ωB97M-V functional and the def2-TZVPD basis.

```
15
Properties=species:S:1:pos:R:3:lowdin_charge:R:1
C 0.749 -0.566 -2.500 -0.16
C -1.352 -0.151 0.892 -0.18
C -1.447 -0.465 -0.351 0.15
C 0.698 0.938 0.787 -0.03
C 1.077 0.612 -0.440 -0.34
C -0.121 0.130 1.670 -0.20
C 0.703 -0.570 -1.101 -0.23
N 0.621 -0.493 -3.611 0.21
F 1.563 1.551 -1.186 0.12
F 0.839 -1.751 -0.430 0.06
H -2.112 -0.147 1.737 0.14
H -2.219 -0.741 -1.005 0.06
H 0.900 2.039 1.088 0.16
H -0.279 0.434 2.714 0.13
H 0.380 -0.821 1.737 0.12
```

For the energy relative to the best compared isomer or geometry (same formula, charge and spin), the calculation gives 57.58 kcal/mol. Its net charge is 0. Its HOMO energy (alpha / beta) is -9.01 / -9.01 eV.